(1)
{"formula": "C8H39AlO9P", "method": "the ωB97M-V functional and the def2-TZVPD basis", "species": ["C", "C", "C", "C", "Al", "P", "C", "C", "C", "C", "H", "H", "H", "H", "H", "H", "H", "H", "H", "H", "H", "H", "H", "H", "H", "H", "H", "H", "H", "H", "H", "O", "H", "H", "O", "H", "H", "O", "H", "H", "O", "H", "H", "O", "H", "H", "O", "H", "H", "O", "H", "H", "O", "H", "H", "O", "H", "H"], "coordinates": [[-1.79, 0.01, -1.06], [-1.37, 1.50, -1.67], [0.12, 1.53, -2.37], [1.29, 0.75, -1.53], [1.97, 1.73, 0.14], [2.12, 0.30, 1.97], [0.57, 0.66, 3.03], [-0.47, -0.62, 3.17], [2.26, -1.54, 1.47], [3.15, -1.82, 0.12], [-1.38, -0.07, 0.03], [-1.19, -0.77, -1.72], [-2.96, -0.18, -1.13], [-1.49, 2.31, -0.84], [-2.15, 1.69, -2.56], [0.41, 2.65, -2.64], [0.02, 0.98, -3.42], [2.22, 0.66, -2.27], [0.97, -0.34, -1.21], [1.00, 2.94, 0.57], [3.35, 2.42, -0.26], [-0.05, 1.51, 2.47], [0.86, 1.13, 4.08], [-0.69, -1.03, 2.10], [0.04, -1.38, 3.90], [-1.48, -0.15, 3.61], [2.83, -2.08, 2.36], [1.20, -2.09, 1.41], [4.05, -1.06, -0.01], [2.49, -1.89, -0.87], [3.67, -2.89, 0.22], [-3.61, 1.20, 1.54], [-4.25, 1.27, 0.82], [-2.75, 1.33, 1.11], [0.75, -3.63, 3.80], [1.64, -3.63, 4.20], [0.32, -4.41, 4.18], [-5.32, 3.19, 2.87], [-4.78, 2.43, 2.63], [-4.80, 3.65, 3.55], [-4.31, 1.59, -2.25], [-4.04, 2.28, -1.63], [-4.72, 2.08, -2.98], [-2.16, -1.00, -4.10], [-2.70, -0.49, -3.47], [-2.43, -0.66, -4.97], [-3.73, 4.74, 5.50], [-3.16, 4.13, 5.99], [-3.23, 5.58, 5.51], [4.93, -3.93, -1.62], [4.12, -3.81, -2.14], [5.50, -3.19, -1.89], [5.77, -2.14, -4.01], [5.13, -2.08, -4.74], [6.63, -2.02, -4.45], [0.89, -2.28, -3.42], [0.01, -1.88, -3.33], [0.70, -3.16, -3.78]], "total_charge": -1, "lumo_ha": 0.080, "energy_ev": -43239.03681, "max_force_ha_per_bohr": 0.0544, "gap_ev": 5.3}



(2)
{"formula": "C10H13ErNO5", "method": "the ωB97M-V functional and the def2-TZVPD basis", "species": ["Er", "O", "C", "C", "O", "C", "O", "C", "O", "C", "H", "H", "C", "H", "H", "C", "N", "C", "C", "C", "O", "H", "H", "H", "H", "H", "H", "H", "H", "H"], "coordinates": [[-0.36, 0.30, -1.82], [-0.01, 3.89, -1.17], [-0.16, 2.76, -1.40], [-0.46, -2.09, -1.78], [-0.47, -3.19, -1.44], [2.08, 0.39, -2.20], [3.23, 0.41, -2.23], [-2.82, 0.38, -1.57], [-3.96, 0.33, -1.34], [-0.25, 0.92, -4.08], [-1.15, 1.53, -4.28], [0.70, 1.44, -4.25], [-0.32, -0.51, -4.07], [0.56, -1.11, -4.36], [-1.24, -1.02, -4.39], [0.44, -0.31, 4.04], [-0.08, 0.01, 2.73], [-1.20, 0.97, 2.66], [0.53, -0.49, 1.64], [1.67, -1.53, 1.87], [0.13, -0.09, 0.50], [-0.16, 0.21, 4.78], [1.49, 0.00, 4.09], [0.34, -1.40, 4.20], [-0.90, 1.89, 2.13], [-2.08, 0.53, 2.17], [-1.43, 1.19, 3.71], [1.53, -2.46, 1.29], [2.66, -1.09, 1.67], [1.70, -1.86, 2.91]], "multiplicity": 4, "total_charge": 3, "lumo_ha": [-0.521, -0.517], "s_squared": 3.752, "energy_ev": -49897.79719, "max_force_ha_per_bohr": 0.1310, "gap_ev": [5.4, 5.5]}



(3)
{"formula": "C43H36Br2N11O3Zr", "method": "the ωB97M-V functional and the def2-TZVPD basis", "species": ["Zr", "C", "C", "N", "C", "C", "N", "C", "C", "C", "C", "C", "N", "C", "C", "N", "C", "C", "N", "C", "C", "C", "N", "C", "C", "H", "H", "H", "H", "H", "H", "H", "H", "H", "H", "H", "H", "Br", "C", "C", "C", "Br", "C", "C", "C", "C", "N", "C", "C", "O", "H", "H", "H", "H", "O", "C", "C", "C", "C", "O", "N", "H", "H", "H", "H", "C", "N", "C", "C", "C", "C", "C", "C", "C", "C", "H", "H", "H", "H", "H", "H", "H", "H", "H", "H", "H", "H", "N", "C", "C", "N", "C", "H", "H", "H", "H"], "coordinates": [[-0.03, 1.26, 0.26], [2.46, -2.32, 0.37], [1.53, -1.38, -0.36], [0.77, -0.65, 0.64], [0.30, -1.44, 1.67], [0.87, -2.64, 1.95], [2.10, -2.96, 1.41], [-0.73, -0.81, 2.49], [-1.21, -1.35, 3.69], [-2.13, -0.65, 4.44], [-2.58, 0.58, 3.94], [-2.09, 1.04, 2.74], [-1.16, 0.37, 2.04], [-2.59, 2.27, 2.09], [-3.83, 2.82, 2.42], [-4.35, 3.84, 1.76], [-3.64, 4.32, 0.75], [-2.40, 3.79, 0.42], [-1.86, 2.78, 1.10], [-2.63, -1.18, 5.73], [-3.96, -1.01, 6.11], [-4.37, -1.53, 7.32], [-3.57, -2.17, 8.16], [-2.30, -2.32, 7.80], [-1.79, -1.85, 6.60], [3.50, -2.42, 0.05], [2.14, -0.65, -0.90], [0.48, -3.32, 2.70], [-0.85, -2.31, 4.02], [-3.28, 1.17, 4.52], [-4.43, 2.39, 3.21], [-4.06, 5.14, 0.19], [-1.84, 4.19, -0.41], [-4.67, -0.52, 5.46], [-5.41, -1.42, 7.63], [-1.66, -2.85, 8.50], [-0.74, -1.99, 6.37], [-4.80, 0.63, -1.32], [-3.29, 0.61, -2.43], [-3.45, 0.49, -3.83], [-2.36, 0.46, -4.65], [-2.61, 0.27, -6.52], [-1.05, 0.58, -4.13], [0.15, 0.58, -4.88], [1.35, 0.73, -4.24], [1.38, 0.89, -2.85], [0.28, 0.88, -2.11], [-0.92, 0.72, -2.73], [-2.04, 0.68, -1.87], [-1.80, 0.72, -0.57], [-4.44, 0.42, -4.24], [0.10, 0.46, -5.95], [2.28, 0.73, -4.79], [2.32, 1.04, -2.34], [4.00, 1.68, -1.28], [3.61, 1.81, -0.14], [4.49, 2.15, 1.06], [3.52, 2.11, 2.25], [2.20, 1.91, 1.56], [1.06, 1.95, 2.09], [2.29, 1.68, 0.26], [4.92, 3.13, 0.90], [5.31, 1.43, 1.13], [3.51, 3.00, 2.87], [3.69, 1.25, 2.91], [3.05, -4.39, -4.29], [3.36, -3.65, -3.08], [3.29, -4.48, -1.90], [2.69, -2.37, -2.92], [1.19, -2.41, -2.65], [0.33, -2.79, -3.68], [-1.04, -2.87, -3.49], [-1.58, -2.55, -2.25], [-0.74, -2.12, -1.24], [0.64, -2.04, -1.42], [3.79, -5.18, -4.41], [3.11, -3.73, -5.16], [2.05, -4.86, -4.27], [3.84, -5.40, -2.08], [2.26, -4.75, -1.61], [3.76, -3.98, -1.05], [2.86, -1.79, -3.82], [3.20, -1.85, -2.10], [0.74, -3.01, -4.65], [-1.68, -3.17, -4.31], [-2.65, -2.60, -2.08], [-1.18, -1.82, -0.30], [1.32, 5.15, -1.72], [1.29, 5.54, -0.40], [0.71, 4.51, 0.26], [0.39, 3.50, -0.63], [0.78, 3.92, -1.81], [1.69, 5.68, -2.49], [1.67, 6.48, -0.07], [0.50, 4.42, 1.32], [0.68, 3.39, -2.74]], "total_charge": 1, "lumo_ha": -0.124, "energy_ev": -209076.21015, "relative_energy_kj_mol": 0.0, "max_force_ha_per_bohr": 0.0142, "gap_ev": 6.5}



(4)
{"formula": "C27H21BBrCrN8O10S", "method": "the ωB97M-V functional and the def2-TZVPD basis", "species": ["Cr", "C", "C", "N", "N", "C", "B", "N", "C", "C", "C", "N", "N", "C", "C", "C", "N", "N", "C", "C", "C", "N", "H", "H", "H", "H", "H", "H", "H", "H", "H", "H", "H", "H", "O", "S", "O", "O", "O", "Br", "C", "C", "C", "C", "C", "C", "C", "O", "O", "H", "H", "H", "H", "O", "C", "O", "C", "C", "C", "C", "O", "C", "O", "C", "C", "H", "H", "H", "H", "H"], "coordinates": [[-0.02, 0.14, -0.17], [0.18, -1.37, 3.86], [0.58, -1.33, 2.52], [0.02, -0.30, 1.92], [-0.74, 0.35, 2.82], [-0.67, -0.29, 4.00], [-1.43, 1.67, 2.38], [-2.46, 1.32, 1.30], [-3.79, 1.42, 1.24], [-4.23, 0.78, 0.10], [-3.07, 0.28, -0.49], [-2.01, 0.62, 0.22], [-0.31, 2.51, 1.74], [0.20, 3.71, 2.07], [1.34, 3.92, 1.32], [1.46, 2.77, 0.53], [0.47, 1.94, 0.79], [-1.96, 2.41, 3.60], [-1.25, 2.67, 4.72], [-2.00, 3.51, 5.52], [-3.18, 3.71, 4.77], [-3.14, 3.06, 3.63], [0.45, -2.09, 4.61], [1.23, -1.99, 1.97], [-1.23, 0.06, 4.85], [-4.32, 1.96, 2.00], [-5.24, 0.68, -0.25], [-2.95, -0.29, -1.39], [-0.29, 4.32, 2.81], [1.98, 4.77, 1.33], [2.21, 2.50, -0.19], [-0.26, 2.27, 4.86], [-1.74, 3.91, 6.48], [-4.05, 4.30, 5.02], [-1.78, 1.47, -2.98], [-0.51, 0.84, -2.74], [0.34, 0.65, -3.87], [0.23, 1.52, -1.56], [-0.69, -0.46, -1.92], [2.83, -2.76, -6.47], [2.82, -1.89, -4.77], [2.01, -2.38, -3.77], [2.00, -1.74, -2.54], [2.81, -0.64, -2.32], [3.63, -0.17, -3.35], [3.63, -0.78, -4.58], [2.86, 0.05, -0.99], [3.85, 0.70, -0.68], [1.85, -0.13, -0.17], [1.38, -3.24, -3.95], [1.33, -2.07, -1.76], [4.26, 0.69, -3.16], [4.24, -0.41, -5.39], [-2.24, -2.36, 0.26], [-1.07, -2.63, 0.06], [-0.08, -1.79, -0.06], [-0.62, -4.07, -0.04], [0.72, -4.42, -0.13], [1.13, -5.75, -0.21], [0.14, -6.70, -0.20], [0.27, -8.06, -0.28], [-1.06, -8.58, -0.24], [-1.97, -7.50, -0.13], [-1.20, -6.36, -0.12], [-1.62, -5.06, -0.03], [1.46, -3.63, -0.13], [2.17, -6.02, -0.28], [-1.16, -9.23, 0.64], [-1.25, -9.13, -1.17], [-2.65, -4.77, 0.05]], "multiplicity": 3, "total_charge": -1, "lumo_ha": [0.056, 0.088], "s_squared": 2.075, "energy_ev": -170718.73113, "relative_energy_kj_mol": 0.0, "max_force_ha_per_bohr": 0.0139, "gap_ev": [7.8, 8.7]}



(5)
{"formula": "C49H37IN10NaOPS", "method": "the ωB97M-V functional and the def2-TZVPD basis", "species": ["Na", "O", "C", "N", "C", "C", "C", "C", "C", "C", "N", "C", "C", "C", "C", "C", "N", "H", "H", "H", "H", "H", "H", "H", "H", "H", "H", "S", "C", "N", "N", "C", "C", "C", "C", "C", "C", "N", "N", "C", "C", "C", "C", "C", "C", "H", "H", "H", "H", "H", "H", "H", "H", "H", "H", "H", "I", "C", "C", "C", "C", "C", "C", "C", "C", "C", "P", "C", "C", "C", "C", "C", "C", "C", "C", "C", "C", "C", "C", "C", "H", "H", "H", "H", "H", "H", "H", "H", "H", "H", "H", "H", "H", "H", "H", "H", "N", "C", "N", "C", "N"], "coordinates": [[-0.37, -2.03, 2.75], [-0.48, -5.75, 5.43], [-0.39, -4.62, 4.93], [-1.03, -4.17, 3.78], [-1.50, -5.25, 3.06], [-2.49, -4.80, 1.97], [-3.85, -5.29, 2.09], [-4.79, -4.73, 1.23], [-4.37, -3.86, 0.18], [-3.01, -3.58, 0.06], [-2.10, -3.97, 0.97], [0.51, -3.59, 5.63], [1.26, -3.99, 6.72], [2.02, -3.00, 7.36], [1.99, -1.70, 6.88], [1.13, -1.39, 5.79], [0.45, -2.31, 5.24], [-2.08, -5.92, 3.78], [-0.71, -5.88, 2.64], [-3.99, -5.93, 2.97], [-5.88, -4.81, 1.38], [-5.18, -3.36, -0.44], [-2.64, -2.93, -0.72], [1.23, -5.02, 7.17], [2.67, -3.28, 8.20], [2.57, -0.95, 7.34], [1.05, -0.42, 5.32], [0.50, -1.52, -0.12], [1.89, -0.50, -0.47], [2.88, -1.11, -1.05], [3.97, -0.35, -0.97], [4.98, -0.63, -0.12], [6.19, 0.07, -0.20], [7.31, -0.33, 0.52], [7.20, -1.40, 1.43], [5.96, -2.03, 1.61], [4.86, -1.67, 0.87], [1.91, 0.83, -0.05], [1.16, 1.11, 0.95], [1.58, 2.22, 1.69], [0.64, 2.85, 2.58], [1.13, 3.69, 3.54], [2.47, 4.11, 3.46], [3.38, 3.68, 2.47], [2.92, 2.70, 1.60], [4.04, 0.43, -1.62], [6.26, 0.89, -0.90], [8.29, 0.03, 0.23], [8.04, -1.70, 2.10], [5.94, -2.87, 2.37], [3.94, -2.19, 1.04], [-0.43, 2.59, 2.41], [0.52, 4.12, 4.28], [2.72, 4.77, 4.30], [4.30, 4.16, 2.23], [3.54, 2.26, 0.80], [-2.65, 1.70, -0.38], [-3.91, 2.65, -1.80], [-5.22, 2.91, -1.41], [-6.14, 3.63, -2.13], [-5.69, 4.25, -3.32], [-4.43, 3.93, -3.87], [-4.04, 4.45, -5.13], [-2.97, 3.96, -5.81], [-2.13, 3.01, -5.17], [-2.37, 2.55, -3.86], [-1.26, 1.19, -3.23], [0.37, 1.81, -3.64], [0.90, 2.75, -2.67], [1.96, 3.55, -3.09], [2.59, 3.39, -4.35], [2.01, 2.46, -5.22], [0.93, 1.68, -4.88], [-1.46, -0.22, -4.30], [-0.62, -1.37, -3.98], [-0.76, -2.50, -4.77], [-1.75, -2.60, -5.75], [-2.49, -1.50, -6.01], [-2.33, -0.27, -5.37], [-3.54, 2.97, -3.17], [-5.41, 2.57, -0.42], [-7.15, 3.64, -1.74], [-6.35, 4.96, -3.84], [-4.59, 5.36, -5.52], [-2.69, 4.41, -6.77], [-1.29, 2.63, -5.69], [0.42, 3.00, -1.72], [2.23, 4.41, -2.55], [3.38, 4.05, -4.63], [2.50, 2.20, -6.16], [0.52, 0.94, -5.59], [0.19, -1.19, -3.24], [-0.11, -3.40, -4.59], [-1.91, -3.53, -6.33], [-3.16, -1.46, -6.85], [-2.98, 0.52, -5.81], [-1.08, 0.91, 7.78], [-1.32, 1.28, 6.71], [-1.64, 1.68, 5.47], [-1.46, 0.81, 4.54], [-1.28, 0.14, 3.58]], "total_charge": -2, "lumo_ha": 0.114, "energy_ev": -101000.51071, "relative_energy_kj_mol": 170.2, "max_force_ha_per_bohr": 0.0979, "gap_ev": 5.5}



(6)
{"formula": "C5H19N2O2", "method": "the ωB97M-V functional and the def2-TZVPD basis", "species": ["N", "C", "C", "C", "N", "C", "C", "H", "H", "H", "H", "H", "H", "H", "H", "H", "H", "H", "H", "H", "H", "H", "H", "H", "O", "H", "H", "O"], "coordinates": [[-0.30, -0.49, -0.83], [1.03, -0.66, -0.23], [2.03, 0.53, -0.69], [0.98, -0.60, 1.35], [0.73, 0.70, 1.92], [-0.63, 1.28, 1.93], [-0.74, 2.41, 0.94], [-0.86, -1.31, -0.45], [-0.72, 0.38, -0.48], [-0.59, -0.37, -1.80], [1.48, -1.61, -0.53], [2.67, 0.06, -1.47], [2.80, 0.68, 0.10], [1.56, 1.47, -0.99], [0.07, -1.18, 1.64], [1.98, -0.96, 1.59], [1.55, 1.31, 1.70], [-1.38, 0.51, 1.83], [-0.74, 1.82, 2.91], [-1.76, 2.83, 0.83], [-0.20, 2.20, -0.01], [-0.34, 3.36, 1.32], [-0.30, -3.51, 0.50], [-0.84, -3.64, -0.89], [-0.89, -3.06, -0.11], [-1.61, -1.10, -3.86], [-2.89, -0.25, -3.12], [-2.11, -0.81, -3.10]], "total_charge": 1, "lumo_ha": -0.107, "energy_ev": -12561.20880, "relative_energy_kj_mol": 134.8, "max_force_ha_per_bohr": 0.0667, "gap_ev": 9.1}



(7)
{"formula": "C43H42N7O8S3Ti", "method": "the ωB97M-V functional and the def2-TZVPD basis", "species": ["Ti", "S", "C", "S", "C", "C", "N", "C", "N", "O", "C", "C", "C", "C", "C", "C", "C", "C", "N", "H", "H", "H", "H", "H", "H", "H", "H", "H", "H", "H", "O", "C", "C", "C", "C", "N", "C", "C", "C", "C", "C", "C", "O", "C", "C", "N", "H", "H", "H", "H", "H", "H", "H", "H", "H", "H", "H", "H", "C", "C", "C", "N", "C", "S", "N", "C", "O", "C", "C", "C", "C", "C", "C", "H", "H", "H", "H", "H", "H", "H", "H", "H", "H", "H", "H", "H", "H", "O", "C", "O", "C", "C", "C", "C", "O", "C", "O", "C", "C", "H", "H", "H", "H", "H"], "coordinates": [[2.03, -0.20, -0.11], [3.28, -2.00, 1.11], [1.75, -2.48, 1.72], [0.47, -1.36, 1.41], [1.52, -3.65, 2.42], [0.21, -3.99, 2.89], [-0.84, -4.27, 3.27], [2.55, -4.61, 2.67], [3.35, -5.42, 2.89], [1.64, 1.51, -1.48], [0.58, 2.46, -1.27], [-0.07, 2.99, -2.54], [-0.75, 1.98, -3.48], [-1.76, 1.07, -2.82], [-3.13, 1.26, -3.04], [-4.04, 0.41, -2.44], [-3.57, -0.63, -1.65], [-2.19, -0.74, -1.48], [-1.31, 0.09, -2.04], [1.48, 0.95, -2.27], [1.06, 3.29, -0.76], [-0.18, 2.05, -0.62], [0.68, 3.54, -3.11], [-0.84, 3.70, -2.22], [0.01, 1.35, -3.95], [-1.26, 2.54, -4.27], [-3.46, 2.07, -3.68], [-5.10, 0.55, -2.59], [-4.23, -1.33, -1.17], [-1.78, -1.53, -0.87], [4.45, 5.39, 3.18], [3.48, 4.55, 3.80], [3.12, 3.40, 2.89], [1.87, 2.75, 3.04], [1.56, 1.70, 2.24], [2.40, 1.22, 1.26], [3.63, 1.85, 1.12], [3.98, 2.94, 1.94], [4.47, 1.32, 0.12], [5.80, 1.73, -0.12], [6.53, 1.17, -1.12], [7.96, 1.55, -1.39], [8.33, 2.68, -0.60], [5.94, 0.16, -1.92], [4.67, -0.24, -1.64], [3.91, 0.32, -0.66], [4.66, 6.10, 3.78], [2.57, 5.12, 4.03], [3.87, 4.15, 4.74], [1.16, 3.08, 3.79], [0.62, 1.20, 2.34], [4.93, 3.44, 1.81], [6.25, 2.49, 0.51], [8.07, 1.78, -2.45], [8.60, 0.69, -1.16], [9.27, 2.84, -0.72], [6.49, -0.31, -2.73], [4.20, -1.02, -2.22], [-5.19, 4.09, 0.39], [-4.69, 3.24, 1.55], [-4.87, 1.75, 1.25], [-4.24, 0.86, 2.21], [-2.93, 0.53, 2.18], [-1.86, 1.14, 1.05], [-2.45, -0.36, 3.12], [-3.06, -0.94, 4.25], [-2.46, -0.97, 5.28], [-4.41, -1.57, 4.09], [-4.83, -2.12, 2.89], [-6.07, -2.73, 2.81], [-6.89, -2.82, 3.93], [-6.45, -2.30, 5.14], [-5.21, -1.69, 5.22], [-5.05, 5.16, 0.60], [-6.25, 3.92, 0.20], [-4.64, 3.85, -0.52], [-5.22, 3.49, 2.47], [-3.63, 3.42, 1.71], [-4.44, 1.54, 0.27], [-5.94, 1.50, 1.22], [-4.77, 0.61, 3.02], [-1.44, -0.42, 3.13], [-4.18, -2.08, 2.02], [-6.39, -3.16, 1.87], [-7.85, -3.29, 3.86], [-7.07, -2.39, 6.02], [-4.84, -1.29, 6.16], [1.72, -0.43, -3.45], [1.60, -1.42, -2.74], [1.70, -1.38, -1.45], [1.35, -2.77, -3.32], [1.35, -3.88, -2.49], [1.13, -5.16, -3.01], [0.92, -5.26, -4.36], [0.68, -6.38, -5.10], [0.55, -5.95, -6.45], [0.68, -4.53, -6.48], [0.92, -4.15, -5.18], [1.14, -2.89, -4.70], [1.53, -3.74, -1.44], [1.14, -6.04, -2.37], [-0.43, -6.24, -6.84], [1.33, -6.41, -7.06], [1.15, -2.01, -5.33]], "total_charge": -1, "lumo_ha": [0.069, 0.069], "energy_ev": -127709.30678, "relative_energy_kj_mol": 9.3, "max_force_ha_per_bohr": 0.0663, "gap_ev": [4.4, 4.5]}



(8)
{"formula": "C3H5NO3", "method": "the ωB97M-V functional and the def2-TZVPD basis", "species": ["O", "C", "C", "C", "N", "O", "H", "H", "H", "O", "H", "H"], "coordinates": [[-2.19, -0.55, 0.05], [-1.22, 0.18, -0.05], [-1.06, 1.53, -0.61], [0.27, 1.71, -0.72], [0.98, 0.68, -0.16], [0.05, -0.30, 0.26], [-1.81, 2.20, -0.97], [0.83, 2.53, -1.18], [1.54, 0.81, 0.68], [2.28, -2.41, 0.80], [2.07, -2.82, 1.60], [1.52, -1.88, 0.44]], "smiles": "O=c1cc[nH]o1.O", "total_charge": 0, "lumo_ha": 0.017, "energy_ev": -10822.70790, "relative_energy_kj_mol": 287.5, "max_force_ha_per_bohr": 0.0635, "gap_ev": 10.2}